[1]
Here is a cluster of 6 separate species, C40H86BN2O22P2S6 in total at a distorted geometry from the OMol25 dataset. Energies are from ωB97M-V with the def2-TZVPD basis set.

Geometry as XYZ:
```
159
Properties=species:S:1:pos:R:3:forces:R:3
S 1.561759 -6.248778 3.684183 0.805 -0.031 0.064
S -2.705677 -5.223713 -6.538017 -0.207 -0.611 -0.383
S 2.877609 3.680816 1.550414 -0.262 -1.725 -0.098
S 5.616686 9.036656 2.086880 0.573 0.011 0.054
S 6.153658 -5.224116 6.525250 0.583 0.317 0.600
S -2.520594 2.273961 -8.278870 0.349 0.036 -0.800
P -4.751087 2.949350 0.390690 -1.235 1.820 -1.619
P 2.963462 1.721134 1.548002 2.495 1.723 -0.423
O -5.053651 3.875501 1.820755 -0.184 -2.727 -2.085
O 3.356051 1.077186 0.010694 -1.256 -0.612 3.374
O -5.788237 1.580221 0.532913 1.889 2.306 -0.827
O -3.002343 1.070769 -7.643184 -0.138 0.761 -0.150
O -2.959910 2.260631 -9.833474 0.744 -0.135 0.806
O -2.164171 -5.384055 -5.213850 -0.076 0.433 -0.530
O -5.039436 3.792768 -0.864052 0.761 -2.345 3.087
O 6.631918 7.982017 2.774696 -0.125 0.855 -0.343
O 1.289784 -7.379358 4.531031 -0.221 0.482 -0.672
O 7.235425 -5.820202 5.789971 -0.802 0.047 0.215
O -2.781093 3.579470 -7.732696 -0.127 -0.754 0.106
O 4.819108 -5.768453 6.490629 0.664 -0.081 -0.014
O 0.248446 -0.305869 6.557855 -0.507 2.722 -1.528
O 2.827117 -6.590995 2.738897 -0.443 0.618 0.774
O 4.321339 1.339658 2.556465 -2.778 -1.543 -1.792
O 4.712380 9.536603 3.089893 0.125 -0.494 -0.524
O 6.606400 -5.041871 8.064587 -0.417 0.501 -1.035
O 0.463697 0.845392 -0.719176 -2.196 -0.449 -0.188
O 0.533908 -5.637168 2.880120 0.095 -0.338 0.312
O -2.091442 -6.372478 -7.494605 -0.822 0.455 0.462
O 5.143014 8.481815 0.846652 -0.123 0.222 0.674
O -2.660210 -3.962019 -7.231278 0.316 -0.407 0.529
N -1.950439 0.852506 6.093112 2.605 1.543 -1.649
N -0.792864 0.531242 2.935509 0.562 0.971 2.652
C -0.505327 2.631353 1.489325 -0.403 0.947 0.251
C 2.345944 -4.989892 4.651160 0.122 -0.040 -0.061
C 1.192585 1.599284 3.817681 -0.234 -1.506 0.990
C -6.143638 1.058464 -0.777142 -0.531 -2.287 -1.104
C -5.132250 3.358881 -9.944112 0.019 0.188 0.297
C 7.691638 -7.125426 8.714245 0.091 -0.105 -0.329
C -1.629107 -1.825036 3.086544 0.812 -0.013 -0.143
C -0.003440 1.129883 1.783063 0.654 -0.308 -2.597
C -0.190685 0.778949 4.095367 1.167 0.949 -1.915
C -2.121326 -0.510067 -3.537992 1.039 2.648 -0.122
C -0.786509 -6.179952 -8.039884 1.051 0.060 -0.232
C 6.532751 -6.171691 8.936055 0.158 -0.996 0.649
C -2.952950 2.311124 0.392183 -0.180 -0.603 0.479
C -2.173168 -2.765382 1.907598 0.694 -0.786 0.886
C 6.082321 6.888928 3.507471 -0.387 -0.866 0.307
C -2.093712 2.836952 1.640542 -0.347 0.626 -0.540
C -4.948207 0.169856 -1.426237 -0.492 0.389 -0.141
C -1.187820 -0.441821 -2.316099 -0.301 1.929 -0.965
C 1.478536 0.900170 2.371319 -0.589 1.087 1.828
C -7.035429 5.109738 2.890231 0.156 -1.019 -0.038
C -0.157346 0.237043 0.423759 -0.195 -1.116 1.673
C 1.920062 -7.595091 0.712084 -0.331 0.127 0.024
C -1.499669 2.008551 -4.045027 -0.017 -2.921 1.393
C 0.295421 -6.463507 -7.014579 0.010 0.137 0.323
C -0.549680 2.083722 -2.792968 -1.135 -2.102 -0.371
C 1.693155 3.363397 -2.015668 -0.584 -0.166 1.321
C 2.784666 -7.777470 1.945612 -0.125 -0.817 -0.750
C -2.287893 0.741295 -4.460743 2.782 0.732 3.708
C -2.975152 -1.811334 -3.960856 0.418 1.596 0.531
C -2.061887 -0.254717 2.917111 -0.982 -2.061 -0.206
C -6.506054 3.892740 1.949985 -2.474 1.055 0.407
C -0.684160 4.554319 -1.719938 -0.151 0.324 -0.807
C -4.376337 -5.810094 -6.535490 0.013 -0.130 -0.105
C 6.077550 -3.503230 6.114178 -0.026 0.102 0.143
C 5.577912 5.794896 2.584944 -0.182 0.085 -0.203
C 0.198013 3.478738 -2.575826 0.063 0.379 -0.723
C -0.387807 0.827459 -1.866919 -2.921 0.482 -4.598
C 6.813754 10.289237 1.722432 0.141 -0.068 0.079
C -0.777309 2.114790 -8.543131 0.006 -0.044 -0.148
C -4.340347 2.081221 -10.150803 -1.096 0.089 -0.232
B -0.579254 0.418608 5.632785 -1.994 -0.929 1.849
H -2.541529 2.419060 2.603194 0.726 0.527 -1.147
H 4.405479 0.348919 2.523021 0.349 1.092 0.224
H 6.577009 -5.786572 9.957718 -0.065 0.293 -0.262
H 6.347127 5.512365 1.862146 -0.019 -0.012 0.124
H 0.401173 0.318525 7.310229 -0.172 -1.142 -0.378
H 3.172592 0.101334 0.053094 0.247 0.999 -0.486
H -4.388368 1.797269 -11.204914 0.364 -0.026 0.138
H -2.918708 -1.882155 -5.096454 0.114 -0.297 1.565
H 6.309510 11.085345 1.174472 -0.092 -0.148 0.053
H 2.212156 -6.695921 0.163920 0.074 -0.118 0.016
H -4.388221 -6.839890 -6.179617 0.056 0.098 -0.025
H -2.494731 2.621186 -0.605696 -0.725 -0.263 1.353
H 2.005209 -8.459396 0.050064 0.078 0.044 0.077
H -7.002357 0.306643 -0.596795 1.295 1.330 0.033
H -1.793515 4.237554 -1.652661 1.839 0.478 0.036
H -1.267802 0.009133 0.308670 1.510 0.409 -0.354
H -0.231630 4.785857 -0.698466 -0.662 -0.491 -1.243
H 6.886231 6.488989 4.130591 0.097 0.336 -0.140
H -0.684531 -5.172933 -8.454375 -0.182 -0.020 0.102
H 4.708690 6.132195 2.015844 0.071 -0.036 0.058
H 5.292812 7.232655 4.182133 0.056 0.160 -0.122
H -3.052907 1.160413 0.348111 0.175 1.822 0.170
H 1.283067 -6.443785 -7.480420 -0.103 -0.027 -0.056
H -1.869172 1.482673 6.907732 -0.448 -0.876 -0.033
H -1.091728 -1.373871 -1.656762 -0.169 1.378 -1.156
H 7.046922 -3.048959 6.316976 -0.070 -0.096 -0.008
H -5.399721 -0.543138 -2.200374 0.554 1.052 1.108
H 7.696404 -7.909826 9.473975 -0.050 0.114 0.007
H -0.684186 -6.881849 -8.871122 -0.365 0.031 0.116
H -2.940295 0.777812 -5.405258 1.133 -0.273 1.717
H -2.570787 -2.717953 -3.403899 -0.753 1.042 -1.002
H 7.602168 9.855618 1.107927 -0.104 -0.009 0.053
H -4.081765 -1.588329 -3.711877 1.794 -0.580 -0.201
H -0.473015 -1.868381 3.032701 -1.788 0.190 0.095
H 0.375536 -0.763929 0.660092 -0.844 1.347 -0.480
H -1.880729 -2.215970 4.145038 0.135 0.606 -1.810
H -6.182009 5.830159 3.131873 -1.346 -0.943 -0.340
H 1.600305 -4.572849 5.328793 -0.061 -0.146 -0.097
H 0.868267 -7.480215 0.983960 0.083 -0.045 -0.029
H -4.775296 -5.743168 -7.547069 0.091 0.005 0.082
H -4.953084 -5.176255 -5.861645 0.171 0.029 -0.025
H -7.905301 5.629301 2.367412 1.368 -0.517 0.681
H 0.283646 -5.718288 -6.215872 0.015 -0.047 -0.079
H -4.765975 1.254440 -9.574941 0.199 0.039 0.063
H -3.179890 -3.203169 2.210986 1.167 0.779 -0.829
H 2.321480 2.538445 -2.502567 -0.964 1.362 0.448
H -5.186940 3.619291 -8.884603 -0.019 -0.029 -0.088
H 3.161145 -5.437764 5.220285 -0.132 0.019 -0.099
H -0.241106 2.992950 0.423806 -0.147 -1.057 1.724
H -0.018376 3.414305 2.185947 -0.603 -1.542 -1.037
H 5.294961 -3.032526 6.708727 0.084 -0.082 -0.004
H 7.623497 -7.604265 7.734794 -0.004 0.014 0.098
H 0.140569 -7.439393 -6.548147 0.027 0.039 -0.131
H -0.284246 2.173906 -7.572347 -0.172 0.001 -0.001
H 5.284984 4.911684 3.156880 0.070 0.068 0.013
H -1.445445 -3.660930 1.819601 -1.221 1.383 0.182
H -7.468646 4.630258 3.847530 0.885 1.019 -1.364
H 2.222372 4.385425 -2.022601 -0.796 -1.607 -0.269
H -2.259509 3.980768 1.687236 0.318 -1.833 -0.002
H 5.842920 -3.422421 5.052496 0.048 -0.171 0.061
H -6.948603 2.935603 2.403711 1.145 1.166 -0.805
H 7.217091 10.674854 2.658149 -0.066 -0.077 -0.067
H -2.639658 -0.205483 1.936414 1.155 0.453 1.222
H -0.441572 2.931181 -9.181905 -0.096 -0.049 0.059
H 1.144987 2.739636 3.854312 -0.385 -1.601 -0.509
H -6.976327 4.031600 0.909105 0.791 -0.239 1.498
H -6.152418 3.245010 -10.316983 0.097 -0.059 -0.038
H 3.811098 -7.987251 1.635061 -0.012 0.263 0.291
H -6.559314 1.838509 -1.498292 0.949 -0.793 1.139
H -4.438333 -0.477076 -0.627733 -0.769 0.958 -1.038
H -4.172590 0.803512 -1.973350 -0.954 -0.780 0.840
H 1.603205 3.079681 -0.898901 0.325 0.447 -1.817
H 1.901755 1.341919 4.679624 -0.717 0.038 -1.483
H -2.377956 1.450760 5.353871 0.086 -0.607 0.812
H -0.577436 1.149613 -9.007396 -0.073 0.085 0.043
H 0.284241 3.957117 -3.625974 -0.255 -0.986 1.557
H 5.572517 -6.683708 8.826286 0.022 0.155 -0.148
H -2.160963 -2.247758 0.891559 -0.309 -0.557 1.413
H -2.809412 0.062061 3.738043 1.583 -0.267 -1.238
H -4.656070 4.196997 -10.458500 -0.060 -0.118 -0.043
H 2.448112 -8.630174 2.541912 -0.014 0.186 0.108
H 8.644281 -6.591393 8.747094 -0.100 -0.025 0.097
H -1.627072 2.940444 -4.711386 0.383 -1.537 1.323
H -0.694934 5.556888 -2.296571 0.085 -1.594 0.974
H 2.718317 -4.212567 3.983657 -0.055 -0.100 -0.024
H 1.643890 -0.193859 2.686447 -0.239 1.345 -1.118
```
Forces are in eV/Å.

Output
total charge	+1
spin multiplicity	1


[2]
Here is an isolated molecule of C3H7NO2 at a distorted geometry from the OMol25 dataset. Energies are from ωB97M-V with the def2-TZVPD basis set.

Geometry as XYZ:
```
13
Properties=species:S:1:pos:R:3:forces:R:3
O 0.972336 1.927625 0.236814 -0.228 0.073 0.904
O -0.796570 -1.989404 -0.393841 -0.019 -0.107 -0.252
N 0.741839 -0.333591 -0.435164 -0.071 -0.799 0.748
C -1.694417 0.133030 0.070841 -0.409 0.167 -0.427
C 1.228595 0.592182 0.590364 -0.166 -0.006 -0.252
C -0.583381 -0.804886 -0.269777 0.464 -0.322 0.081
H -1.827670 0.914948 -0.680063 0.235 0.049 0.098
H 2.303711 0.479661 0.706916 0.119 -0.358 -0.072
H 0.763988 1.933816 -0.688617 -0.054 0.031 -0.785
H -2.589752 -0.481996 0.057535 -0.081 0.087 0.205
H 1.284984 -1.207004 -0.398162 0.026 0.625 -0.433
H 0.746303 0.342441 1.542361 0.074 0.472 0.099
H -1.570674 0.600929 1.042641 0.110 0.088 0.087
```
Forces are in eV/Å.

Output
energy relative to the best compared isomer or geometry (same formula, charge and spin)	1.028	eV
SMILES string	CC(=O)NCO
spin multiplicity	1


[3]
Here is the ion C10H26N2P with charge +1 at a distorted geometry from the OMol25 dataset. Energies are from ωB97M-V with the def2-TZVPD basis set.

Geometry as XYZ:
```
39
Properties=species:S:1:pos:R:3:forces:R:3
P -0.212941 -0.414607 -1.188725 3.300 1.060 1.104
N 2.761926 1.586962 0.311820 0.723 -0.239 -1.776
N 0.524842 0.865184 0.010352 -1.163 0.049 -1.283
C -4.085191 0.836223 -0.031895 1.469 -0.325 -2.993
C -4.874266 -0.406867 0.396399 1.184 0.570 -0.376
C 0.648492 3.473041 0.175261 1.707 -3.422 -0.527
C 3.996193 -1.966060 -0.219702 2.336 -0.206 2.527
C 1.524772 -2.007113 0.333895 1.275 -1.219 2.924
C 1.254196 2.032406 -0.316274 -0.025 -1.230 -1.218
C 0.084860 -1.841102 0.001588 -2.350 0.569 -1.385
C 2.626683 -2.295059 -0.668921 -2.188 -0.094 -4.019
C -2.564463 0.571831 0.088001 0.038 0.983 2.962
C -1.949958 -0.180647 -1.095438 -1.312 -1.076 1.465
H -4.393603 1.611074 0.572344 -0.246 1.968 1.442
H 1.506909 -2.889113 1.058311 0.408 1.056 -0.555
H -2.434946 0.186009 1.172663 0.197 -0.315 -1.786
H -2.219611 -1.284280 -1.216664 -0.498 1.332 0.176
H -0.446065 -2.734883 -0.459951 0.991 0.805 0.385
H -0.061255 1.051286 0.803122 -0.387 -0.212 0.384
H 1.384646 4.174349 -0.097137 0.660 1.240 -0.289
H -4.155503 1.306556 -1.118291 -0.724 -1.481 1.825
H 1.517104 2.017260 -1.449802 -0.460 0.362 1.961
H -0.537779 -1.606625 0.893259 0.623 -0.244 -0.214
H 2.348670 -3.287157 -1.267713 1.274 1.740 1.542
H -2.301708 0.371409 -1.933662 -0.148 0.121 -1.119
H 3.005392 0.548916 0.110065 -0.934 2.063 -0.038
H 0.464810 3.521129 1.245920 -0.294 -0.176 -0.102
H -0.208569 3.544089 -0.469979 -0.538 0.326 0.109
H 3.909554 -0.884401 0.236853 0.692 -2.027 -0.575
H 4.773079 -1.953238 -1.008859 -0.723 0.173 0.166
H 4.471479 -2.664090 0.575100 -1.016 1.252 -0.888
H -4.141735 -1.194491 0.380235 -0.008 -0.841 0.005
H -5.615477 -0.626764 -0.328908 -1.114 -0.388 -0.163
H 2.604842 -1.526701 -1.509083 -0.951 -0.770 0.504
H 3.540104 2.167957 -0.038918 -0.292 -0.247 0.198
H -5.212369 -0.321054 1.434811 -0.303 0.066 -0.446
H 1.874127 -1.131343 0.961642 -0.572 -0.836 -0.518
H 2.761439 1.643892 1.302262 -0.172 0.253 1.306
H -2.035794 1.558031 0.223490 -0.459 -0.638 -0.717
```
Forces are in eV/Å.

Output
total charge	+1
energy relative to the best compared isomer or geometry (same formula, charge and spin)	0.916	eV
SMILES string	CCCCP(CCCC)N[C@@H](C)[NH3+]
spin multiplicity	1


no.,orbital gap (eV),HOMO level (eV)
1,5.740,-10.0
2,10.804,-10.0
3,9.080,-12.0